1.
Density functional theory data (ωB97M-V/def2-TZVPD) for a structure of composition C56H66As2N4O2Se3Si4SnTe.

Structure (XYZ):
```
139
Properties=species:S:1:pos:R:3:forces:R:3:mulliken_charge:R:1
Sn -0.719 0.968 0.078 -0.064 -0.048 -0.110 1.547
Se 1.301 2.724 -0.303 -0.055 -0.043 0.019 -0.558
Se 2.439 1.352 -1.817 0.020 -0.077 -0.073 -0.162
Te 3.544 -0.345 -0.367 -0.016 0.014 -0.034 -0.291
Se 1.533 -1.878 -0.002 0.008 0.011 0.011 -0.135
N -8.396 -2.555 -0.624 0.001 -0.004 0.006 -0.498
C -7.330 -2.158 -0.463 0.001 0.009 -0.011 -0.116
C -5.994 -1.660 -0.262 -0.015 -0.016 0.010 0.437
C -5.232 -2.108 0.813 0.004 0.006 -0.009 -0.795
C -3.951 -1.605 0.955 0.110 -0.055 -0.012 -0.579
N -3.412 -0.720 0.117 -0.084 0.162 0.011 0.629
C -4.156 -0.287 -0.899 -0.063 -0.036 -0.015 -0.273
C -5.451 -0.728 -1.135 0.042 -0.015 -0.013 -0.923
H -5.629 -2.827 1.517 0.002 -0.004 0.000 0.551
H -3.321 -1.927 1.776 -0.026 0.024 -0.019 0.454
H -3.718 0.457 -1.552 0.046 0.004 -0.039 0.277
H -6.008 -0.357 -1.983 -0.011 0.000 -0.009 0.688
C 0.174 2.713 4.482 0.035 -0.001 -0.006 -0.690
Si 0.545 0.879 4.429 -0.037 -0.043 0.021 0.304
C 0.993 0.329 6.169 -0.004 0.003 -0.001 -1.116
C 2.018 0.540 3.310 0.028 0.007 0.039 0.068
As -1.299 -0.272 3.497 0.115 0.080 -0.096 0.667
Si -0.967 -2.415 4.405 -0.021 0.029 0.014 -0.364
C -2.147 -3.606 3.566 0.046 -0.054 -0.014 -0.779
C 0.785 -2.886 3.948 -0.020 -0.061 0.032 -0.090
C -1.231 -2.576 6.258 0.029 -0.012 -0.001 -0.969
Si -3.124 0.616 4.667 0.017 -0.020 0.041 0.336
C -4.535 -0.620 4.627 -0.015 0.012 0.030 -0.937
C -2.781 1.070 6.456 -0.011 -0.001 0.004 -0.999
C -3.662 2.151 3.735 -0.062 -0.002 0.029 -0.386
H 1.020 3.229 4.946 0.002 0.006 -0.013 0.529
H -0.718 2.941 5.070 0.000 0.001 -0.010 0.141
H 0.034 3.103 3.474 -0.024 0.012 -0.004 -0.133
H 1.806 0.964 6.534 -0.001 -0.005 0.011 0.432
H 1.350 -0.702 6.184 -0.009 -0.014 0.020 0.279
H 0.158 0.414 6.866 0.002 -0.003 -0.008 0.259
H 2.553 1.461 3.067 -0.015 0.008 -0.003 0.575
H 1.729 0.074 2.365 -0.030 0.019 -0.005 -0.425
H 2.723 -0.135 3.804 -0.003 0.016 0.009 -0.060
H -1.967 -3.642 2.490 -0.007 0.009 -0.007 -0.039
H -3.197 -3.366 3.741 0.003 0.025 0.016 0.304
H -1.961 -4.611 3.958 -0.030 -0.005 -0.022 0.447
H 0.918 -2.836 2.865 -0.011 0.004 0.021 -0.579
H 1.016 -3.906 4.269 -0.009 0.005 -0.014 0.530
H 1.515 -2.216 4.405 0.014 0.000 0.015 0.126
H -2.105 -2.026 6.607 -0.030 -0.007 -0.018 0.227
H -0.365 -2.227 6.822 -0.017 0.043 0.006 0.312
H -1.386 -3.631 6.500 0.023 0.001 0.018 0.408
H -4.250 -1.589 5.040 0.006 0.006 0.006 0.183
H -4.898 -0.771 3.608 0.018 -0.017 0.000 0.182
H -5.367 -0.237 5.225 -0.016 -0.013 -0.017 0.433
H -2.661 0.182 7.078 0.026 -0.011 0.000 0.271
H -3.622 1.644 6.856 -0.003 -0.008 -0.003 0.403
H -1.881 1.677 6.565 -0.017 0.010 -0.003 0.252
H -3.898 1.903 2.698 0.016 0.004 -0.001 0.129
H -2.879 2.910 3.731 0.022 -0.031 -0.001 -0.405
H -4.557 2.570 4.203 0.007 0.028 -0.020 0.487
C -4.954 -1.763 -4.869 0.004 0.000 0.000 -0.566
C -3.887 -2.488 -4.358 -0.010 0.010 0.004 -0.732
C -2.732 -1.835 -3.952 0.012 -0.029 0.012 -0.334
C -2.624 -0.451 -4.052 -0.008 0.023 -0.001 0.390
C -3.703 0.273 -4.554 -0.045 -0.008 0.064 -0.028
C -4.857 -0.382 -4.966 -0.007 -0.001 0.012 -0.980
As -1.043 0.457 -3.333 0.005 0.053 0.067 1.271
C 0.383 -0.579 -4.188 0.039 0.063 0.017 0.986
C 0.686 -1.839 -3.678 0.027 -0.029 0.077 -0.329
C 1.757 -2.569 -4.171 -0.017 0.008 0.017 -0.802
C 2.558 -2.036 -5.169 0.007 0.001 -0.023 -0.562
C 2.279 -0.773 -5.671 -0.003 -0.011 -0.008 -1.015
C 1.199 -0.049 -5.184 -0.026 -0.025 0.010 -0.514
C -1.003 2.060 -4.431 0.013 -0.026 -0.024 0.085
C -0.578 3.244 -3.840 0.025 0.006 0.004 -0.342
C -0.496 4.412 -4.586 -0.006 -0.002 -0.004 -0.818
C -0.848 4.404 -5.928 -0.005 0.004 0.002 -0.595
C -1.275 3.225 -6.524 0.001 0.004 -0.002 -0.770
C -1.348 2.057 -5.780 0.014 -0.006 -0.014 -0.049
H -5.855 -2.271 -5.189 -0.001 0.002 0.004 0.409
H -3.951 -3.566 -4.276 -0.001 -0.004 -0.001 0.459
H -1.912 -2.423 -3.558 -0.010 0.023 -0.013 0.157
H -3.655 1.351 -4.608 -0.002 0.013 0.020 0.418
H -5.684 0.195 -5.360 -0.001 -0.005 0.000 0.417
H 0.111 -2.250 -2.856 0.013 0.026 0.000 0.211
H 1.978 -3.545 -3.759 0.017 -0.032 0.017 0.336
H 3.405 -2.599 -5.542 -0.003 -0.002 0.000 0.423
H 2.906 -0.343 -6.441 0.001 -0.003 0.002 0.410
H 1.010 0.940 -5.578 -0.014 0.035 -0.010 0.301
H -0.301 3.258 -2.792 -0.002 -0.015 0.029 0.211
H -0.156 5.327 -4.116 -0.003 -0.001 -0.002 0.463
H -0.788 5.315 -6.511 -0.001 0.000 0.001 0.384
H -1.550 3.214 -7.572 0.003 0.000 -0.003 0.405
H -1.675 1.137 -6.253 0.013 0.012 -0.001 0.515
C 4.217 -5.521 -3.865 -0.007 -0.011 0.002 -0.516
C 3.135 -6.112 -3.228 -0.003 0.024 -0.031 -0.605
C 2.690 -5.612 -2.012 -0.010 -0.004 0.012 -0.506
C 3.319 -4.520 -1.410 -0.007 0.002 -0.006 0.834
C 4.416 -3.947 -2.059 -0.013 0.026 -0.039 -0.061
C 4.858 -4.437 -3.279 0.005 -0.003 0.016 -0.879
Si 2.694 -3.836 0.211 0.055 -0.098 -0.001 0.253
C 1.434 -5.003 0.953 0.013 0.018 0.027 0.447
C 0.112 -5.037 0.499 0.002 -0.004 -0.015 -0.170
C -0.814 -5.904 1.059 0.001 -0.006 -0.004 -0.789
C -0.433 -6.753 2.089 0.003 -0.004 -0.004 -0.516
C 0.875 -6.734 2.553 0.002 0.000 -0.001 -0.724
C 1.799 -5.864 1.988 -0.022 -0.009 0.007 -0.383
C 4.135 -3.574 1.374 -0.021 0.029 0.008 0.224
C 5.269 -4.387 1.300 0.008 -0.003 -0.012 -0.303
C 6.313 -4.237 2.203 -0.001 -0.001 -0.006 -0.744
C 6.240 -3.267 3.193 -0.007 0.008 0.005 -0.579
C 5.122 -2.449 3.280 0.005 0.005 -0.006 -0.717
C 4.080 -2.603 2.377 0.016 -0.009 0.003 0.248
H 4.564 -5.907 -4.815 -0.002 0.002 -0.004 0.393
H 2.636 -6.959 -3.680 0.002 -0.004 0.003 0.401
H 1.843 -6.081 -1.525 0.005 -0.005 -0.004 0.313
H 4.927 -3.100 -1.615 -0.001 0.003 0.003 0.361
H 5.703 -3.973 -3.773 0.002 -0.001 0.002 0.426
H -0.201 -4.376 -0.304 -0.004 0.012 0.003 0.555
H -1.834 -5.914 0.697 -0.005 0.000 -0.003 0.461
H -1.155 -7.428 2.530 0.000 -0.001 0.000 0.402
H 1.175 -7.395 3.356 0.000 0.001 0.003 0.405
H 2.814 -5.847 2.370 0.002 -0.003 0.003 0.351
H 5.342 -5.143 0.526 -0.003 0.005 -0.005 0.421
H 7.185 -4.874 2.130 -0.001 0.000 0.001 0.423
H 7.057 -3.146 3.893 -0.003 -0.002 0.002 0.386
H 5.065 -1.688 4.048 0.002 0.006 -0.004 0.448
H 3.212 -1.957 2.448 0.012 -0.014 0.010 -0.166
C -1.933 5.347 2.037 0.012 0.002 -0.013 -0.875
N -2.383 4.608 0.865 -0.026 0.007 0.013 0.343
C -3.171 5.181 -0.107 0.003 0.019 0.003 -0.266
C -3.534 4.513 -1.207 -0.033 -0.007 -0.004 -1.226
C -3.095 3.133 -1.400 -0.021 -0.064 0.018 0.165
O -3.400 2.470 -2.381 0.001 -0.033 -0.058 -0.387
N -2.312 2.609 -0.390 0.154 0.142 0.000 0.655
C -1.960 3.324 0.688 -0.038 -0.052 -0.035 -0.013
O -1.193 2.784 1.527 -0.031 -0.010 0.078 -0.692
H -2.164 6.400 1.891 -0.008 -0.002 0.002 0.376
H -0.858 5.226 2.157 -0.001 0.002 0.005 0.264
H -2.430 4.988 2.937 0.007 0.000 0.000 0.249
H -3.467 6.203 0.085 0.001 0.002 -0.003 0.384
H -4.147 4.969 -1.969 0.002 -0.002 -0.001 0.545
```
Forces are in eV/Å.

Output
Energy above the lowest of the compared OMol25 structures with the same formula, charge and spin, eV: 0.0000
Molar mass, g mol⁻¹: 1572.549
Energy, Ha: -15859.48477
Orbital gap, eV: 7.148
Total charge: 0
E_HOMO, Eh: -0.2661

2.
Density functional theory data (ωB97M-V/def2-TZVPD) for a cluster of 8 separate species, C5H29N2O7S in total in a non-equilibrium geometry.

Structure (XYZ):
```
44
Properties=species:S:1:pos:R:3:forces:R:3:mulliken_charge:R:1
C 0.681 1.174 0.866 0.919 -1.518 -0.892 -1.559
N -0.466 0.260 0.689 0.553 0.824 0.772 0.305
C -0.937 -0.533 1.843 1.500 -2.039 -0.225 -0.537
C -0.170 -1.931 1.804 -0.500 0.930 -0.573 -0.771
S -0.393 -2.769 0.226 0.029 0.697 -0.037 -0.181
C 2.043 0.393 0.614 -1.115 -0.226 0.773 0.808
N 1.903 -0.150 -0.857 1.248 -0.122 2.360 0.020
C 3.187 1.394 0.690 1.926 0.463 1.024 -1.297
H 0.755 1.902 1.678 -0.311 -0.855 0.810 0.392
H 0.819 1.852 0.055 -1.107 0.755 -1.219 0.537
H -1.228 0.684 0.211 -0.511 0.485 -0.295 0.055
H -2.039 -0.869 1.735 1.625 1.402 0.487 0.340
H -0.486 -0.143 2.801 -1.551 0.276 -0.630 0.242
H -0.572 -2.573 2.544 -0.640 -0.635 0.808 0.549
H 0.875 -1.824 2.087 0.189 0.115 -0.224 0.319
H -0.183 -1.621 -0.506 -0.608 -1.144 0.698 0.196
H 2.077 -0.459 1.370 0.404 0.934 -1.548 -0.141
H 0.994 -0.574 -0.967 -0.528 -0.019 -0.049 0.016
H 2.020 0.579 -1.545 -0.042 0.328 -0.081 0.416
H 2.568 -0.899 -1.099 -0.049 0.043 0.592 0.374
H 3.323 1.892 -0.276 0.251 -0.395 -0.138 0.411
H 2.914 2.304 1.314 0.313 -1.438 -0.192 0.305
H 4.238 0.969 1.058 -2.436 0.892 -0.877 0.293
H -3.863 0.215 -0.312 0.592 0.395 -0.743 0.350
H -4.143 -1.160 -0.994 0.304 -0.025 -0.864 0.288
O -4.227 -0.650 -0.207 -0.971 -0.874 2.090 -0.604
H -3.359 0.565 -3.036 -0.009 0.853 0.915 0.275
H -3.334 1.684 -1.859 -0.301 0.520 -0.379 0.320
O -3.105 0.796 -2.119 0.689 -0.973 -0.976 -0.633
H 3.086 -3.595 -0.281 0.006 1.405 1.746 0.317
H 3.150 -2.568 1.070 -0.257 -1.171 0.174 0.294
O 3.278 -2.709 0.135 0.320 -0.045 -1.922 -0.584
H 1.437 -0.113 -4.251 1.054 -0.369 0.528 0.304
H 0.720 0.844 -3.558 -0.002 0.526 0.997 0.302
O 1.507 0.307 -3.368 -1.196 0.007 -2.101 -0.646
H -4.453 1.858 0.444 -2.241 -0.714 0.799 0.327
H -3.091 1.994 1.196 1.415 -0.388 3.309 0.290
O -3.570 2.118 0.439 0.469 1.278 -4.371 -0.620
H -2.098 2.820 3.132 -0.148 -0.820 0.627 0.309
H -1.742 3.874 2.219 0.126 -1.659 -0.789 0.289
O -1.767 2.868 2.235 0.254 2.451 0.498 -0.614
H 1.656 -2.294 -2.895 -0.476 -0.135 0.521 0.217
H 0.871 -3.420 -2.235 -0.080 0.133 0.249 0.284
O 1.124 -2.496 -2.095 0.897 -0.147 -1.650 -0.559
```
Forces are in eV/Å.

Output
Energy above the lowest of the compared OMol25 structures with the same formula, charge and spin, eV: 3.5871
Molar mass, g mol⁻¹: 261.361
Energy, Ha: -1241.97634
Orbital gap, eV: 8.623
Total charge: +1
E_HOMO, Eh: -0.4161